No. 1
This record from the Open Molecules 2025 dataset describes the molecule C5H8N2O in a non-equilibrium geometry. The level of theory is ωB97M-V with the def2-TZVPD basis set.

HOMO energy	-0.323	Eh
charge	0
ΔE to the lowest compared entry with this formula, charge and spin	2.5813	eV
DFT total energy	-379.99332	a.u.

XYZ file:
```
16
Properties=species:S:1:pos:R:3:forces:R:3:nbo_charge:R:1
O 1.830 1.239 1.095 -0.68 0.29 -0.33 -0.52
N 0.891 0.167 -1.026 0.35 -1.60 -1.11 -0.61
N -1.117 0.988 -1.706 2.29 0.21 0.07 -0.50
C -1.421 0.255 -0.446 3.24 2.16 0.45 -0.23
C 0.029 -0.134 0.141 0.19 0.44 -1.19 0.00
C 0.209 0.950 -1.879 -5.69 -0.40 1.18 0.26
C 0.718 0.781 1.127 -1.22 -1.52 2.48 0.45
C 0.011 -1.541 0.893 1.94 -1.47 -1.95 -0.64
H 0.678 1.616 -2.554 0.56 0.12 -0.89 0.20
H -0.556 -1.623 1.774 -1.34 0.98 1.15 0.23
H -0.341 -2.557 0.365 1.13 2.65 0.32 0.25
H 1.040 -1.646 1.320 -0.52 -0.55 -0.70 0.22
H 1.771 0.619 -0.882 0.84 -0.51 0.96 0.40
H -1.894 -0.654 -0.556 -1.41 -1.84 -0.62 0.19
H -1.962 0.883 0.280 -0.03 -0.11 -0.40 0.20
H 0.114 0.656 2.053 0.36 1.14 0.58 0.10
```
Positions in Å, forces in eV/Å.



No. 2
This record from the Open Molecules 2025 dataset describes the molecule C5H8N2O in a non-equilibrium geometry. The level of theory is ωB97M-V with the def2-TZVPD basis set.

HOMO energy	-0.264	Eh
charge	0
ΔE to the lowest compared entry with this formula, charge and spin	3.7357	eV
DFT total energy	-379.95089	a.u.

XYZ file:
```
16
Properties=species:S:1:pos:R:3:forces:R:3:nbo_charge:R:1
O -1.239 -1.048 1.275 -0.25 0.10 0.07 -0.69
N -0.654 -0.937 -2.074 0.58 -0.35 0.70 -0.58
N 2.221 -0.435 0.324 0.31 0.06 -0.74 -0.83
C -1.184 1.833 0.294 0.85 0.47 -0.34 -0.35
C 1.049 -1.005 0.752 -1.75 0.58 0.97 -0.06
C -0.392 0.831 -0.076 -1.26 -4.31 -1.56 -0.14
C -0.171 -0.410 0.657 1.70 -0.95 2.37 0.13
C -0.249 0.119 -1.531 -0.06 4.30 -0.76 0.15
H 3.081 -0.738 0.755 -0.21 0.37 -0.24 0.40
H 1.140 -1.915 1.330 -0.06 -0.10 -0.16 0.21
H 0.156 0.883 -2.193 0.07 -0.10 -0.71 0.14
H -2.049 -0.589 1.025 0.07 -0.08 -0.04 0.48
H -1.516 1.935 1.322 0.19 0.02 0.01 0.21
H 2.139 0.499 -0.053 0.56 -0.18 0.33 0.38
H -0.946 -1.676 -1.434 -0.35 0.19 0.32 0.34
H -1.387 2.654 -0.375 -0.39 -0.02 -0.22 0.21
```
Positions in Å, forces in eV/Å.



No. 3
This record from the Open Molecules 2025 dataset describes a structure of composition C5H8N2O in a non-equilibrium geometry. The level of theory is ωB97M-V with the def2-TZVPD basis set.

HOMO energy	-0.352	Eh
charge	0
ΔE to the lowest compared entry with this formula, charge and spin	5.8373	eV
DFT total energy	-379.87366	a.u.

XYZ file:
```
16
Properties=species:S:1:pos:R:3:forces:R:3:nbo_charge:R:1
O 0.550 -0.452 -3.003 2.89 -6.82 3.58 -0.64
N -1.124 0.127 0.268 1.98 0.79 0.11 -0.42
N 1.207 -0.358 -0.083 -3.29 -0.01 -1.43 -0.47
C 0.000 -0.197 -0.592 1.84 -1.62 -1.22 0.39
C -0.697 1.443 0.873 1.64 -0.03 1.01 -0.27
C -0.345 0.153 1.531 -3.78 2.51 1.84 -0.11
C -0.434 -0.716 -2.032 -3.07 3.90 3.11 -0.14
C 1.014 -0.221 1.381 2.11 -0.77 -1.31 -0.29
H 0.994 -1.210 1.819 1.62 -0.35 0.35 0.21
H 1.259 -1.369 -2.437 -1.94 4.36 -3.13 0.47
H 0.241 1.978 0.550 -1.26 -0.74 -0.44 0.20
H 1.761 0.541 1.679 -0.35 -0.89 0.74 0.22
H -0.902 -0.151 2.438 0.33 0.24 -0.69 0.21
H -0.903 -1.751 -1.495 1.19 1.82 -2.86 0.21
H -1.323 2.106 1.428 -1.22 0.00 -0.37 0.21
H -1.298 0.075 -2.326 1.31 -2.40 0.71 0.20
```
Positions in Å, forces in eV/Å.



No. 4
This record from the Open Molecules 2025 dataset describes a structure of composition C5H8N2O in a non-equilibrium geometry. The level of theory is ωB97M-V with the def2-TZVPD basis set.

HOMO energy	-0.312	Eh
charge	0
ΔE to the lowest compared entry with this formula, charge and spin	6.5014	eV
DFT total energy	-379.84926	a.u.

XYZ file:
```
16
Properties=species:S:1:pos:R:3:forces:R:3:nbo_charge:R:1
O 0.026 -1.237 -0.094 1.90 -2.43 3.17 -0.36
N -2.530 -0.236 0.445 0.02 2.55 -1.44 -0.66
N -0.415 -0.193 -0.778 -0.32 4.59 -1.72 -0.17
C 1.971 -0.008 -0.447 2.57 -0.57 -1.97 -0.46
C -1.701 0.345 -0.405 -1.70 -2.42 1.61 0.21
C 1.196 -0.694 0.669 -0.24 -0.84 1.32 0.08
C 0.668 0.830 1.019 -2.39 3.19 0.70 -0.48
C 0.798 0.907 -0.479 -1.94 -0.12 -2.28 -0.09
H -3.476 0.342 0.502 2.57 -1.48 -0.49 0.34
H 0.656 1.728 -1.239 0.23 -0.57 1.32 0.23
H 2.204 -0.621 -1.448 -0.36 1.20 2.41 0.23
H -0.463 1.375 1.193 2.60 -2.73 0.53 0.24
H -2.062 1.162 -1.030 0.73 0.21 -0.04 0.17
H 2.922 0.541 -0.026 -1.85 -1.10 -0.92 0.23
H 1.247 1.581 1.621 0.40 -1.41 -0.68 0.24
H 1.793 -1.489 1.362 -2.19 1.93 -1.51 0.24
```
Positions in Å, forces in eV/Å.



No. 5
This record from the Open Molecules 2025 dataset describes a cluster of 2 separate species, C5H8N2O in total in a non-equilibrium geometry. The level of theory is ωB97M-V with the def2-TZVPD basis set.

HOMO energy	-0.272	Eh
charge	0
ΔE to the lowest compared entry with this formula, charge and spin	2.8948	eV
DFT total energy	-379.98180	a.u.

XYZ file:
```
16
Properties=species:S:1:pos:R:3:forces:R:3:nbo_charge:R:1
O -1.203 -2.499 0.302 -0.34 -0.53 -0.12 -0.66
N 3.991 0.175 0.975 0.42 0.17 -1.46 -0.29
N -2.089 -0.337 0.464 2.61 -0.42 -0.63 -0.64
C -0.191 0.978 -0.101 -1.42 -1.13 -1.49 -0.41
C -1.020 -1.179 0.185 -1.44 0.46 0.47 0.47
C 4.242 0.354 -0.140 -0.70 -0.30 2.50 0.07
C -1.753 0.985 0.049 0.48 0.82 -0.02 -0.22
C 0.051 -0.529 -0.205 3.39 1.53 -1.40 -0.44
H -2.971 -0.529 0.781 -2.06 -1.17 0.74 0.40
H 0.057 1.529 -1.053 0.31 -0.27 1.39 0.21
H -1.870 1.583 0.955 -1.12 0.98 -0.85 0.20
H 4.405 0.561 -1.147 0.27 0.14 -1.05 0.22
H -2.307 1.215 -0.932 0.75 0.40 1.57 0.18
H 0.241 1.311 0.837 0.44 0.69 -0.30 0.20
H -0.685 -2.799 -0.442 0.25 -0.98 -0.07 0.49
H 1.103 -0.818 -0.526 -1.85 -0.40 0.72 0.22
```
Positions in Å, forces in eV/Å.



No. 6
This record from the Open Molecules 2025 dataset describes the molecule C5H8N2O2 in a non-equilibrium geometry. The level of theory is ωB97M-V with the def2-TZVPD basis set.

HOMO energy	-0.346	Eh
charge	0
ΔE to the lowest compared entry with this formula, charge and spin	3.3497	eV
DFT total energy	-455.23539	a.u.

XYZ file:
```
17
Properties=species:S:1:pos:R:3:forces:R:3:nbo_charge:R:1
O 1.658 -2.588 0.486 1.20 -0.74 0.16 -0.70
O -0.522 2.432 1.779 -0.23 3.67 4.88 -0.54
N -0.687 0.259 0.885 0.17 1.00 0.84 -0.45
N -0.313 2.107 -0.463 -0.72 -0.58 -2.15 -0.65
C -0.573 1.812 0.830 1.12 -5.50 -4.11 0.80
C 0.675 -1.804 1.021 -2.92 0.21 1.07 -0.06
C -0.634 -0.192 -0.444 1.57 -2.84 -2.45 -0.11
C -0.670 0.950 -1.405 1.03 3.25 -1.25 -0.23
C 0.596 -0.434 0.414 -0.87 2.20 -0.79 -0.12
H -1.687 1.138 -1.808 0.39 -0.33 0.32 0.20
H -1.001 -1.213 -0.852 -0.44 1.96 1.05 0.21
H -0.222 3.061 -0.824 -0.22 -0.66 0.51 0.41
H 0.034 1.081 -2.351 -1.11 -1.03 2.09 0.21
H -0.458 -2.258 0.832 2.72 0.81 0.92 0.15
H 1.508 0.195 0.165 -1.17 -0.87 0.73 0.22
H 0.874 -1.688 2.127 -0.37 -0.40 -1.12 0.20
H 1.422 -2.858 -0.391 -0.15 -0.17 -0.68 0.47
```
Positions in Å, forces in eV/Å.



No. 7
This record from the Open Molecules 2025 dataset describes the molecule C5H8N2O2 in a non-equilibrium geometry. The level of theory is ωB97M-V with the def2-TZVPD basis set.

HOMO energy	-0.346	Eh
charge	0
ΔE to the lowest compared entry with this formula, charge and spin	3.8999	eV
DFT total energy	-455.21517	a.u.

XYZ file:
```
17
Properties=species:S:1:pos:R:3:forces:R:3:nbo_charge:R:1
O 0.809 1.493 -0.754 1.04 -1.70 -1.03 -0.62
O 0.609 -0.544 0.602 -2.48 0.91 1.03 -0.57
N -0.879 1.060 1.708 0.48 -0.43 0.33 -0.67
N -0.409 -1.153 -2.550 0.13 0.00 -0.03 -0.58
C -1.429 0.032 -0.569 0.10 0.32 0.01 -0.59
C 0.922 0.315 -1.176 -0.98 3.86 -1.60 0.39
C -0.377 -0.323 -1.603 0.20 -1.07 1.13 0.25
C 1.534 -0.341 1.667 -0.38 0.12 0.05 -0.26
C -0.683 0.401 0.688 1.55 -2.12 -0.01 0.65
H -2.009 0.897 -0.897 -0.08 -0.12 0.08 0.26
H -1.306 -1.628 -2.650 -0.12 0.33 -0.09 0.34
H -1.757 1.550 1.819 -0.03 0.04 -0.40 0.38
H 1.031 -0.536 2.616 0.06 0.11 -0.01 0.20
H 2.338 -1.066 1.545 0.00 0.15 -0.15 0.20
H 1.885 0.692 1.650 0.18 -0.09 0.04 0.20
H 1.805 -0.029 -1.730 0.35 -0.41 0.74 0.17
H -2.083 -0.819 -0.364 0.00 0.10 -0.08 0.25
```
Positions in Å, forces in eV/Å.



No. 8
This record from the Open Molecules 2025 dataset describes a structure of composition C5H8N2O2 in a non-equilibrium geometry. The level of theory is ωB97M-V with the def2-TZVPD basis set.

HOMO energy	-0.345	Eh
charge	0
ΔE to the lowest compared entry with this formula, charge and spin	3.8860	eV
DFT total energy	-455.21568	a.u.

XYZ file:
```
17
Properties=species:S:1:pos:R:3:forces:R:3:nbo_charge:R:1
O -2.934 -0.665 0.185 1.28 1.71 0.26 -0.59
O 2.620 -0.339 0.378 0.02 0.24 -2.80 -0.53
N -0.055 1.289 -0.497 -1.54 -1.24 -0.57 -0.43
N -1.363 1.101 0.146 -0.96 2.44 -0.80 -0.48
C 1.445 0.057 1.036 -0.31 -0.44 2.46 -0.07
C -0.639 -1.030 -0.235 2.60 -1.05 -0.63 -0.51
C -1.801 -0.182 0.087 -1.60 -1.81 -1.00 0.64
C 0.598 0.004 -0.225 -2.76 0.37 1.56 0.03
C 1.849 -0.267 -0.944 0.08 -4.22 2.05 -0.07
H 1.514 1.073 1.573 -0.10 -1.23 -0.79 0.16
H 1.629 -1.303 -1.365 1.56 1.26 -0.16 0.19
H -0.732 -1.653 -1.199 -0.09 1.43 1.14 0.25
H -0.585 -1.818 0.539 0.39 0.47 -0.18 0.25
H 1.258 -0.741 1.779 -0.46 0.65 0.10 0.18
H 2.237 0.472 -1.533 0.94 1.58 -1.89 0.20
H -2.040 1.815 -0.207 0.74 -0.91 0.73 0.41
H 0.432 1.964 0.048 0.20 0.77 0.52 0.35
```
Positions in Å, forces in eV/Å.



No. 9
This record from the Open Molecules 2025 dataset describes the molecule C5H8N2O3S in a non-equilibrium geometry. The level of theory is ωB97M-V with the def2-TZVPD basis set.

HOMO energy	-0.372	Eh
charge	0
ΔE to the lowest compared entry with this formula, charge and spin	2.1842	eV
DFT total energy	-928.67329	a.u.

XYZ file:
```
19
Properties=species:S:1:pos:R:3:forces:R:3:nbo_charge:R:1
S 1.179 -0.486 0.234 -0.66 -0.22 -0.55 2.16
O 2.309 -0.317 -0.637 0.25 0.41 0.40 -0.92
O 0.680 -1.862 0.311 0.21 0.82 0.31 -0.97
O -2.678 0.825 -0.090 -2.00 0.76 0.06 -0.55
N -1.910 -1.387 -0.015 -2.55 -1.65 -0.15 -0.86
N -0.050 2.859 0.624 -0.18 -0.05 -0.32 -0.29
C -0.178 1.855 0.074 0.75 1.03 1.55 0.26
C -1.907 -0.053 -0.097 4.46 -0.70 -0.26 0.78
C -0.199 0.541 -0.437 -2.12 -1.67 0.42 -0.51
C 1.656 -0.029 1.896 -3.10 -3.89 1.21 -0.87
C -0.092 0.556 -1.964 0.25 1.60 0.76 -0.62
H -0.694 -0.263 -2.276 -0.22 -0.50 -1.06 0.22
H -0.475 1.580 -2.291 0.51 -1.67 0.01 0.25
H 0.982 0.426 -2.134 -0.40 0.14 -0.87 0.26
H -1.006 -1.926 0.004 -1.08 0.85 0.04 0.46
H 0.852 -0.046 2.730 0.77 0.38 -1.93 0.27
H 2.343 0.703 2.063 1.81 2.08 -0.19 0.25
H -2.871 -1.918 -0.017 2.67 1.59 0.07 0.42
H 2.059 -1.058 2.021 0.63 0.68 0.51 0.26
```
Positions in Å, forces in eV/Å.



No. 10
This record from the Open Molecules 2025 dataset describes a structure of composition C5H8N2OS2 in a non-equilibrium geometry. The level of theory is ωB97M-V with the def2-TZVPD basis set.

HOMO energy	-0.300	Eh
charge	0
ΔE to the lowest compared entry with this formula, charge and spin	0.6390	eV
DFT total energy	-1176.36082	a.u.

XYZ file:
```
18
Properties=species:S:1:pos:R:3:forces:R:3:nbo_charge:R:1
S 0.417 1.842 0.409 0.85 0.29 -0.13 0.30
S -1.709 0.132 0.541 1.01 0.87 -2.11 1.48
O -2.560 -0.846 1.133 -1.82 -1.79 1.20 -0.95
N 2.132 -0.098 0.263 -1.31 -1.48 0.17 -0.50
N -0.235 -0.683 0.162 0.23 2.02 0.41 -0.64
C -2.189 0.278 -1.226 0.73 -0.65 -0.32 -0.85
C 2.096 2.198 0.455 0.72 2.57 -0.63 -0.48
C 0.858 0.131 0.295 -0.50 1.11 -0.29 0.27
C -0.178 -2.087 0.208 -3.73 -0.56 0.58 -0.44
C 2.821 1.058 0.394 -0.73 1.13 0.70 -0.04
H -1.233 -2.429 0.647 2.28 0.49 -0.71 0.24
H 3.802 1.002 0.746 1.73 -0.04 -0.35 0.21
H -3.271 0.403 -1.197 -0.01 0.15 -0.25 0.23
H -1.666 1.232 -1.590 -0.70 -1.70 0.09 0.25
H 2.425 3.312 0.400 -0.45 -2.40 0.50 0.25
H 0.573 -2.256 0.920 1.31 -1.52 0.40 0.23
H -1.922 -0.745 -1.754 -0.43 2.39 0.89 0.24
H -0.162 -2.444 -0.806 0.83 -0.86 -0.16 0.20
```
Positions in Å, forces in eV/Å.